This record from the Open Molecules 2025 dataset describes a structure of composition C24H43N2P3SeZr in a non-equilibrium geometry. The level of theory is ωB97M-V with the def2-TZVPD basis set.

Structure (XYZ):
```
74
Properties=species:S:1:pos:R:3:forces:R:3
Zr 0.159 0.810 -0.147 0.530 0.046 0.666
P -0.327 -1.751 0.082 -0.661 -3.270 0.544
P 1.167 0.103 -2.425 1.727 -1.350 -2.691
P -1.803 1.051 1.510 -1.605 0.065 2.466
H 0.256 6.311 -2.179 -0.134 -0.435 0.788
C 0.550 6.049 -1.146 0.092 -1.717 0.820
C 0.533 4.810 -0.544 0.336 2.147 -0.230
H 0.003 3.921 -0.937 0.292 0.239 -0.189
C -1.649 -2.840 -0.597 -0.730 0.580 -0.713
C 1.065 -2.797 -0.499 0.615 0.399 -0.086
C -0.619 -2.268 1.831 0.311 0.625 0.412
C 1.581 1.563 -3.448 -0.435 0.766 0.539
C 2.849 -0.624 -2.280 0.374 0.045 0.795
C 0.495 -1.004 -3.719 -0.895 -0.063 0.207
C -2.155 2.842 1.661 0.515 0.397 -0.844
C -1.166 0.694 3.198 0.629 -0.142 0.164
C -3.463 0.356 1.720 -0.484 -0.417 -0.723
H 0.913 6.882 -0.524 0.070 -0.407 -0.524
H 1.015 4.769 0.456 -0.671 -0.204 -0.558
H -1.495 -3.881 -0.270 0.304 0.513 0.091
H -1.655 -2.841 -1.687 0.006 0.031 -0.074
H -2.642 -2.537 -0.262 0.018 0.095 0.021
H 0.843 -3.859 -0.343 -0.199 0.235 0.106
H 2.000 -2.568 0.013 -0.121 -0.028 -0.294
H 1.223 -2.641 -1.570 -0.197 -0.187 0.247
H -0.715 -3.359 1.902 0.080 0.190 -0.310
H -1.550 -1.827 2.203 0.126 -0.259 -0.285
H 0.190 -1.955 2.495 -0.344 0.022 -0.018
H 2.059 1.228 -4.385 -0.188 0.031 0.444
H 2.264 2.226 -2.894 -0.146 -0.087 -0.297
H 0.655 2.111 -3.671 0.317 -0.003 -0.200
H 3.191 -0.901 -3.290 -0.163 0.233 0.288
H 2.895 -1.512 -1.643 -0.016 0.258 -0.268
H 3.534 0.115 -1.847 -0.008 -0.090 -0.209
H 1.158 -0.921 -4.596 -0.200 0.037 0.369
H -0.515 -0.669 -3.984 0.194 -0.147 -0.169
H 0.440 -2.056 -3.413 0.046 0.300 -0.040
H -2.977 2.988 2.382 0.377 -0.131 -0.233
H -2.453 3.216 0.672 -0.115 0.170 0.294
H -1.262 3.397 1.990 -0.312 -0.071 -0.032
H -1.803 1.240 3.910 0.212 -0.045 -0.228
H -0.121 1.003 3.322 -0.228 0.114 0.124
H -1.212 -0.372 3.451 -0.088 0.411 -0.113
H -3.979 0.987 2.464 0.248 -0.284 -0.279
H -3.446 -0.684 2.080 0.041 0.353 -0.168
H -3.998 0.399 0.764 -0.087 -0.033 0.308
C -3.357 1.922 -2.615 -0.875 0.871 -0.268
C -2.406 2.931 -2.766 -0.138 -0.292 0.533
C -2.795 4.226 -3.040 -0.465 -0.234 -0.434
C -4.131 4.452 -3.422 -0.081 -0.158 0.282
C -5.115 3.452 -3.295 0.616 0.027 -0.043
C -4.736 2.181 -2.837 0.831 -0.391 0.303
Se -2.756 0.188 -2.117 1.200 0.255 0.328
H -1.266 0.749 -1.790 -1.202 -0.593 -0.418
H -1.356 2.684 -2.627 0.121 0.172 0.030
H -2.025 4.990 -2.970 -0.402 0.164 -0.448
H -4.420 5.413 -3.826 -0.006 0.092 0.247
H -6.165 3.683 -3.543 0.682 -0.260 0.148
H -5.445 1.369 -2.665 -0.054 0.424 -0.168
N 3.232 1.418 2.094 0.298 0.796 0.127
C 2.179 1.409 1.296 1.024 -0.897 0.638
N 1.743 0.127 1.158 -0.902 0.193 -0.790
C 2.598 -0.694 1.947 -0.835 -0.527 -0.155
C 2.589 -2.055 2.296 -0.104 -0.577 -0.038
C 3.537 -2.548 3.196 -0.481 0.083 -0.521
C 4.477 -1.686 3.788 0.041 1.136 -0.299
C 4.473 -0.310 3.464 0.372 -0.864 0.367
C 3.530 0.129 2.535 0.457 0.575 0.550
H 3.757 2.238 2.370 0.048 0.227 -0.020
H 1.786 2.313 0.798 0.260 -0.063 0.240
H 1.842 -2.726 1.884 0.498 0.059 0.281
H 3.543 -3.625 3.437 -0.044 0.723 -0.108
H 5.195 -2.104 4.499 -0.186 0.367 -0.238
H 5.175 0.389 3.916 -0.105 -0.239 -0.045
```
Forces are in eV/Å.

Output
HOMO-LUMO gap in eV: 4.286
DFT total energy in Eh: -4520.767265
Energy above the lowest of the compared OMol25 structures with the same formula, charge and spin in kJ/mol: 88.3
Charge: +4
Multiplicity: 1
E_LUMO in Ha: -0.5326
HOMO energy in eV: -18.78



This record from the Open Molecules 2025 dataset describes a cluster of 2 separate species, C3H11N3S in total in a non-equilibrium geometry. The level of theory is ωB97M-V with the def2-TZVPD basis set.

Structure (XYZ):
```
18
Properties=species:S:1:pos:R:3:forces:R:3
C 7.034 0.284 -0.076 -0.150 3.110 -1.258
C -2.005 -1.723 -0.341 -1.004 2.408 1.834
C -2.341 0.701 -0.724 1.745 2.846 -1.068
N 6.779 1.518 -0.046 0.340 -2.575 -0.147
N -3.518 -0.108 1.197 0.967 0.214 1.969
N -2.202 -0.144 0.448 -1.079 -3.183 -1.591
S 7.417 -1.181 0.050 1.119 -4.781 0.504
H -1.292 -2.264 0.281 -0.095 0.153 -0.343
H -2.965 -2.237 -0.468 0.114 0.226 0.416
H -1.698 -1.371 -1.311 0.577 -0.421 -0.046
H -1.427 0.568 -1.389 -1.085 -0.019 1.074
H -3.192 0.574 -1.375 -0.570 -0.563 -0.037
H -2.293 1.821 -0.514 -0.198 -1.357 0.341
H 6.943 2.019 -0.888 -0.170 1.729 -0.488
H 6.375 1.701 0.826 -1.017 2.531 1.387
H -4.408 -0.263 0.775 -0.803 -1.146 -1.654
H -3.480 -0.754 2.045 0.241 1.161 -1.256
H -3.725 0.861 1.510 1.068 -0.332 0.362
```
Forces are in eV/Å.

Output
HOMO-LUMO gap (spin up / spin down) in eV: 7.905 / 5.360
DFT total energy in Eh: -682.498037
Energy above the lowest of the compared OMol25 structures with the same formula, charge and spin in kJ/mol: 0.0
Charge: +2
Multiplicity: 3
<S²>: 2.010
E_LUMO (spin up / spin down) in Ha: -0.2441 / -0.4188
HOMO energy (spin up / spin down) in eV: -14.55 / -16.76



This record from the Open Molecules 2025 dataset describes a structure of composition C17H38LiNO17P in a non-equilibrium geometry. The level of theory is ωB97M-V with the def2-TZVPD basis set.

Structure (XYZ):
```
75
Properties=species:S:1:pos:R:3:forces:R:3
C -1.398 -3.231 5.148 4.022 0.603 1.947
N -0.214 -4.029 4.680 3.453 -1.332 0.672
C 1.191 -3.811 5.376 -1.302 3.012 -3.953
C -0.417 -5.472 4.827 0.185 -3.861 1.305
C 0.106 -3.734 3.275 -0.116 5.737 -1.812
C -1.127 -3.479 2.350 3.561 -3.337 -1.057
O -0.597 -3.305 1.073 -0.785 0.135 0.333
H -1.245 -2.197 4.961 -0.184 0.889 -0.955
H -1.441 -3.325 6.197 0.344 -0.155 1.587
H -2.232 -3.699 4.870 -3.301 -1.347 -2.105
H 2.011 -4.408 5.055 -0.079 -0.897 -1.256
H 1.149 -3.945 6.341 -0.917 -0.705 5.363
H 1.454 -2.769 5.166 -0.106 -0.158 0.088
H -1.209 -5.854 4.211 -0.495 0.309 -0.569
H -0.675 -5.896 5.857 0.150 1.591 -0.838
H 0.468 -6.193 4.606 -0.951 2.095 -0.165
H 0.801 -4.366 2.836 1.075 -1.817 -0.384
H 0.688 -2.610 3.175 -1.616 -2.826 0.683
H -1.571 -2.704 2.825 -2.182 2.816 0.469
H -1.667 -4.405 2.309 -1.170 -0.491 0.283
H -0.477 -2.268 0.946 0.854 1.078 -0.189
Li -0.583 0.229 -0.614 0.693 0.072 0.768
P -0.107 0.247 1.931 -0.870 -2.030 -1.753
O -1.388 0.016 2.646 -2.002 -0.618 2.120
O -0.067 -0.845 0.759 0.069 -5.154 -0.586
O 1.140 0.356 2.674 2.966 -0.732 2.849
O -0.140 1.274 0.883 -1.079 6.989 -3.687
C -3.654 2.980 -3.120 -2.822 0.165 2.698
O -3.037 1.866 -2.565 1.798 -4.882 0.717
C -3.467 1.233 -1.352 -5.351 7.255 0.608
O -4.319 1.889 -0.644 3.371 -2.981 -2.588
O -3.014 0.070 -1.120 1.572 0.553 -3.598
C -3.228 -0.537 0.078 5.092 3.012 6.228
H -3.304 3.398 -4.020 1.107 -0.842 -1.585
H -3.362 3.708 -2.401 -0.970 1.527 0.615
H -4.777 2.788 -3.192 1.363 0.658 0.223
H -4.005 -1.130 0.135 -4.439 -2.613 -0.245
H -3.185 0.263 1.078 -0.065 -2.250 -3.046
H -2.314 -1.152 0.240 -0.591 0.382 0.150
C -2.323 6.944 -4.609 -0.203 2.879 -2.465
O -1.421 5.901 -4.554 2.879 -1.947 1.372
C -1.132 5.401 -3.288 -1.812 -0.174 3.862
O -1.655 5.811 -2.226 1.152 -0.249 -3.590
O -0.315 4.300 -3.219 -1.455 0.627 -0.509
C -0.249 3.602 -1.924 4.693 -3.500 -3.006
H -2.404 7.485 -5.650 0.707 -1.889 1.263
H -2.135 7.845 -4.042 0.333 -0.397 1.128
H -3.256 6.532 -4.445 -2.202 -0.331 0.735
H -0.848 2.944 -1.422 -4.183 -1.410 -0.386
H 0.011 4.081 -1.084 1.663 3.271 2.259
H 0.595 2.674 -2.018 -1.516 3.057 -0.450
C 2.736 1.173 0.095 -0.581 0.419 1.784
O 4.044 1.027 -0.601 1.484 -1.367 -1.772
C 5.171 1.517 -0.144 1.128 3.732 3.526
O 5.180 2.298 0.843 0.566 -2.102 -2.694
O 6.492 1.257 -0.792 -4.838 -2.154 -0.875
C 7.516 2.198 -0.594 -1.557 -2.348 3.804
H 2.905 1.240 1.186 -0.028 -0.872 -0.516
H 1.928 0.404 -0.156 1.877 0.643 0.098
H 2.310 2.160 -0.048 0.184 0.218 -0.864
H 7.883 1.926 0.416 0.142 1.215 -0.174
H 7.042 3.097 -0.690 -0.261 2.959 0.077
H 8.280 1.992 -1.234 1.814 -0.437 -2.270
C 1.728 -2.584 -1.642 6.822 -2.965 -4.243
O 0.896 -2.639 -2.714 -1.962 1.202 -4.991
C 0.307 -1.500 -3.099 -1.036 2.136 0.934
O 0.325 -0.425 -2.475 0.061 -2.035 -1.042
O -0.394 -1.643 -4.245 1.355 -3.574 0.564
C -1.306 -0.693 -4.690 0.772 2.580 0.840
H 1.956 -3.627 -1.469 0.552 -0.414 -0.086
H 1.140 -2.410 -0.965 -5.118 3.162 8.472
H 2.694 -2.046 -1.735 -1.020 0.236 -0.055
H -0.638 0.190 -4.729 -1.116 0.316 -0.828
H -2.007 -0.471 -3.906 -0.558 0.064 0.374
H -1.869 -0.926 -5.611 0.981 -0.404 0.390
```
Forces are in eV/Å.

Output
HOMO-LUMO gap in eV: 4.516
DFT total energy in Eh: -2353.058255
Energy above the lowest of the compared OMol25 structures with the same formula, charge and spin in kJ/mol: 149.0
Charge: -1
Multiplicity: 1
E_LUMO in Ha: 0.0589
HOMO energy in eV: -2.91



This record from the Open Molecules 2025 dataset describes a cluster of 2 separate species, C5H4N in total in a non-equilibrium geometry. The level of theory is ωB97M-V with the def2-TZVPD basis set.

Structure (XYZ):
```
10
Properties=species:S:1:pos:R:3:forces:R:3
C -1.221 -0.295 -0.007 1.696 1.311 0.032
C 3.432 -0.845 -0.051 4.258 -3.252 -0.431
C -2.287 -1.063 -0.016 -0.615 -0.422 0.009
C 0.830 1.280 0.002 4.147 -0.360 -0.067
C -0.219 0.464 -0.006 -2.912 -2.410 -0.001
N 2.532 -0.164 0.042 -6.379 4.803 0.249
H -2.363 -1.935 0.623 0.144 -0.175 0.008
H -3.131 -0.842 -0.659 -0.094 0.152 -0.013
H 1.117 1.852 -0.870 0.056 -0.002 -0.120
H 1.309 1.548 0.940 -0.300 0.356 0.333
```
Forces are in eV/Å.

Output
HOMO-LUMO gap (spin up / spin down) in eV: 5.174 / 5.173
DFT total energy in Eh: -247.086360
Energy above the lowest of the compared OMol25 structures with the same formula, charge and spin in kJ/mol: 461.0
Charge: +1
Multiplicity: 1
E_LUMO (spin up / spin down) in Ha: -0.3427 / -0.3427
HOMO energy (spin up / spin down) in eV: -14.50 / -14.50



This record from the Open Molecules 2025 dataset describes a structure of composition CH6N2P2 in a non-equilibrium geometry. The level of theory is ωB97M-V with the def2-TZVPD basis set.

Structure (XYZ):
```
11
Properties=species:S:1:pos:R:3:forces:R:3
C 1.585 0.318 0.072 -0.350 3.494 -1.821
N 1.000 -0.652 -0.707 0.600 -0.442 1.373
N -1.967 0.113 -0.008 0.910 -1.983 2.406
P -0.344 -0.977 -1.250 -2.847 -1.076 -2.647
P -2.032 1.783 -0.156 0.913 1.365 -0.644
H 1.936 -0.069 0.938 0.669 -1.129 3.251
H 0.907 1.251 0.243 1.140 -1.449 -0.164
H 2.487 0.642 -0.403 0.681 0.743 -0.493
H -1.402 -0.170 0.889 -1.216 0.862 -1.967
H -3.168 1.966 -0.931 -1.216 -0.389 0.020
H -1.508 1.844 -1.517 0.715 0.005 0.684
```
Forces are in eV/Å.

Output
HOMO-LUMO gap (spin up / spin down) in eV: 6.611 / 6.699
DFT total energy in Eh: -833.715281
Energy above the lowest of the compared OMol25 structures with the same formula, charge and spin in kJ/mol: 193.0
Charge: 0
Multiplicity: 3
<S²>: 2.019
E_LUMO (spin up / spin down) in Ha: 0.0180 / -0.1061
HOMO energy (spin up / spin down) in eV: -6.12 / -9.59



This record from the Open Molecules 2025 dataset describes an isolated molecule of C25H17ClN2O4S2. The level of theory is ωB97M-V with the def2-TZVPD basis set.

Structure (XYZ):
```
51
Properties=species:S:1:pos:R:3:forces:R:3
O -3.399 -0.074 -2.153 -0.060 0.026 0.279
C -3.721 0.097 -1.005 0.012 -0.141 -0.589
O -2.875 0.048 0.038 0.159 -0.141 0.181
C -1.513 -0.107 -0.135 0.492 -0.106 -0.115
C -0.802 0.507 -1.158 -0.232 0.096 0.023
C 0.568 0.336 -1.226 0.093 -0.204 0.203
C 1.234 -0.425 -0.271 -0.490 0.126 0.045
C 0.516 -1.026 0.758 0.097 0.169 -0.136
C -0.854 -0.868 0.824 -0.333 0.169 -0.153
H -1.428 -1.323 1.616 -0.069 -0.049 0.089
H 1.031 -1.600 1.512 0.079 -0.078 0.068
N 2.631 -0.637 -0.388 0.024 -0.147 0.004
C 3.540 0.355 -0.348 -0.007 -0.071 0.081
N 4.723 0.180 -0.833 0.599 0.384 -0.137
S 5.657 1.540 -0.660 -0.184 0.045 0.039
O 6.762 1.290 0.215 -0.171 -0.054 0.158
O 5.939 2.096 -1.949 -0.217 0.036 0.014
C 4.384 2.486 0.192 0.110 -0.663 -0.295
C 4.431 3.753 0.717 0.102 0.085 -0.016
C 3.310 4.217 1.395 0.081 -0.080 -0.072
C 2.199 3.401 1.542 -0.041 0.023 0.045
C 2.164 2.121 1.008 0.059 -0.031 -0.012
C 3.271 1.661 0.305 -0.124 0.579 0.225
H 1.291 1.508 1.157 -0.045 0.010 0.000
H 1.340 3.764 2.087 -0.066 0.031 0.043
H 3.308 5.210 1.817 0.010 0.082 0.031
H 5.317 4.356 0.606 0.091 0.110 0.018
C 3.012 -1.910 -1.005 0.283 -0.110 -0.143
C 2.553 -3.069 -0.193 0.171 -0.232 0.194
C 1.507 -3.905 -0.440 0.317 0.214 -0.084
C 1.334 -4.885 0.562 0.002 -0.116 0.203
C 2.247 -4.773 1.559 0.217 0.237 0.085
S 3.344 -3.475 1.295 -0.427 -0.157 -0.379
H 2.350 -5.377 2.439 -0.015 -0.165 0.168
H 0.565 -5.636 0.537 -0.117 -0.152 0.036
H 0.881 -3.825 -1.311 -0.102 0.084 -0.194
H 4.101 -1.883 -1.093 -0.207 -0.128 -0.122
H 2.572 -1.973 -2.007 0.099 0.011 0.072
H 1.134 0.802 -2.018 0.057 0.048 -0.108
H -1.311 1.101 -1.899 -0.015 0.014 -0.024
C -5.127 0.322 -0.578 -0.193 0.068 0.089
C -6.115 -0.175 -1.429 0.145 0.044 0.060
C -7.454 -0.030 -1.131 -0.021 -0.007 0.006
C -7.829 0.632 0.028 0.080 -0.007 -0.032
C -6.867 1.152 0.874 0.036 0.008 0.043
C -5.519 1.000 0.578 -0.099 -0.166 -0.217
Cl -4.378 1.714 1.654 -0.059 0.304 0.346
H -7.152 1.682 1.769 0.007 0.052 0.072
H -8.874 0.752 0.272 -0.088 0.020 0.030
H -8.203 -0.428 -1.798 -0.057 -0.044 -0.060
H -5.795 -0.680 -2.328 0.017 -0.025 -0.062
```
Forces are in eV/Å.

Output
HOMO-LUMO gap in eV: 8.951
DFT total energy in Eh: -2629.923573
Energy above the lowest of the compared OMol25 structures with the same formula, charge and spin in kJ/mol: 0.0
Charge: 0
Multiplicity: 1
E_LUMO in Ha: -0.0044
HOMO energy in eV: -9.07
SMILES string: O=C(Oc1ccc(N(Cc2cccs2)C2=NS(=O)(=O)c3ccccc32)cc1)c1ccccc1Cl